(1)
17
Properties=species:S:1:pos:R:3 method="wB97M-V/def2-TZVPD" smiles="C=NCCCC[O-]" total_charge=-1 relative_energy_kcal_mol=21.5
C 2.91828 -0.62590 -1.69994
N 1.78453 -0.13504 -1.92823
C 1.13670 0.50847 -0.74304
C -0.04238 -0.29533 -0.24150
C -0.86618 0.52580 0.73598
C -2.05460 -0.30778 1.36904
O -2.82216 0.33342 2.22831
H 3.29234 -1.32151 -2.46030
H 3.64183 -0.41472 -0.90787
H 1.89116 0.65926 0.03465
H 0.82318 1.49011 -1.10488
H -0.65776 -0.68523 -1.04718
H 0.32482 -1.13309 0.36172
H -0.32342 0.91156 1.60473
H -1.40542 1.35669 0.26601
H -1.52854 -1.20689 1.82855
H -2.54032 -0.74043 0.43697


(2)
11
Properties=species:S:1:pos:R:3 method="wB97M-V/def2-TZVPD" smiles=C1CC12CO2 relative_energy_kcal_mol=56.3
C -1.10397 -0.28551 -0.74243
C -0.92869 -0.35992 0.79931
C 0.25373 -0.04923 -0.03178
C 1.53610 0.70122 0.04819
O 1.40548 -0.76327 0.02174
H -1.23904 -1.10818 -1.32704
H -1.54145 0.55472 -1.32138
H -1.31296 0.40399 1.43881
H -1.08674 -1.31351 1.14025
H 1.92610 1.08036 -0.89610
H 2.09144 1.13933 0.87043


(3)
62
Properties=species:S:1:pos:R:3 method="wB97M-V/def2-TZVPD" total_charge=-1 relative_energy_kcal_mol=58.0
C -0.44616 -0.01301 -0.08906
C 0.66059 0.93419 -0.26979
O 1.76296 0.43775 0.47575
H -0.46739 -0.36454 0.95544
H -0.25810 -0.90425 -0.68108
H -1.46138 0.42435 -0.30636
H 0.47398 1.93319 -0.09765
H 0.93680 0.84154 -1.32634
O -2.64521 -3.38285 -0.42438
H -2.23739 -4.23782 -0.22871
H -2.04623 -3.01866 -1.10894
O -1.45221 2.50687 -2.14179
H -2.11154 2.01666 -2.68983
H -0.65626 2.48778 -2.69846
O -3.69183 -0.65245 1.00467
H -3.04881 -1.35993 1.08292
H -3.54734 -0.13185 1.77118
O 1.70304 -1.65628 1.90382
H 1.47847 -0.99369 1.25158
H 1.11104 -2.42862 1.82788
O 1.69328 -2.40419 -1.47793
H 1.67395 -3.03127 -0.71719
H 1.54985 -1.62839 -0.97000
O -1.09130 -0.31091 3.87587
H -1.40576 -0.92292 4.60322
H -1.91768 0.11953 3.66257
O 0.57832 1.52887 2.97399
H 0.91542 1.27606 2.11941
H 0.00372 0.79894 3.18607
O 4.31381 -1.09995 1.60386
H 3.44678 -1.47857 1.67694
H 4.27513 -0.22625 1.87826
O -1.26114 4.11871 -0.07630
H -1.38142 3.42958 -0.69807
H -1.40559 3.62786 0.72712
O 1.66469 3.94840 0.60982
H 0.76718 3.67931 0.38341
H 2.26328 3.57630 -0.07709
O 3.72666 0.06162 -1.17822
H 3.39896 0.22674 -2.04031
H 2.96122 0.12709 -0.62060
O -4.22867 1.70062 -0.31568
H -3.46466 2.21758 -0.52358
H -3.95764 0.85013 0.00459
O -3.97907 -1.05266 -1.77424
H -3.61498 -1.20125 -0.94244
H -4.09345 -0.11214 -1.81186
O -0.78142 -3.26696 -2.44212
H -0.95854 -4.18416 -2.73764
H 0.08408 -3.11919 -2.05594
O -1.01683 -0.54227 -2.99898
H -1.12177 -1.49513 -3.03533
H -1.13728 -0.19836 -2.12278
O 0.04397 -3.42654 0.82007
H -0.86738 -3.22336 1.03915
H -0.00660 -4.21586 0.31496
O 3.19565 2.93057 -1.04170
H 2.78622 2.10269 -0.96648
H 3.10694 3.25474 -1.93066
O 3.63951 1.69162 1.96011
H 3.08890 1.32224 1.27074
H 4.45666 2.11274 1.63416


(4)
9
Properties=species:S:1:pos:R:3 method="wB97M-V/def2-TZVPD" total_charge=-1 relative_energy_kcal_mol=66.4
C -0.71601 -1.10936 0.04741
C -0.55988 0.52586 -0.10560
N 0.74617 0.71711 -0.57057
O -1.87520 -1.43107 -0.01414
O 0.30871 -1.72028 0.19310
S 1.99362 -0.27365 0.29845
S 2.06219 1.81301 0.14996
H -1.15089 0.67915 -0.95005
H -0.80871 0.79922 0.95144


no.,LUMO (eV)
1,3.444
2,1.178
3,1.447
4,3.373